This record from the OMol25 dataset describes the ion C23H19N4O8 with charge -1 in a non-equilibrium geometry. The level of theory is ωB97M-V/def2-TZVPD.

```
54
Properties=species:S:1:pos:R:3:forces:R:3:lowdin_charge:R:1
O -5.13035 2.35053 2.33397 -0.7124 -2.3094 -0.2752 0.03
N -5.53773 1.16811 2.22255 -1.6695 1.7283 0.7151 -0.33
O -6.71888 0.82628 2.50264 2.2069 0.8822 -0.5399 0.01
C -4.63656 0.14326 1.77909 1.6583 -0.7085 0.2527 -0.14
C -5.12073 -1.18291 1.77645 0.0734 0.5700 0.0913 -0.01
C -4.22951 -2.21006 1.52365 1.0047 0.7377 -0.5267 -0.05
C -2.86720 -1.93270 1.25140 -0.3316 -0.0979 0.1484 0.02
C -2.38841 -0.59869 1.28423 0.3066 0.5992 0.6616 -0.13
C -0.91219 -0.30700 1.08183 0.2869 -0.9321 -3.1819 -0.05
N -0.44639 1.10274 1.06632 0.7582 0.9315 0.5724 -0.31
O 0.61601 1.29995 1.70973 -2.2431 0.2583 -1.4477 0.05
O -1.04755 1.90924 0.33535 1.1887 -1.0604 2.2713 0.06
C -3.23880 0.45277 1.57947 -2.0966 -0.0608 0.1147 0.07
H -6.17354 -1.38212 2.01814 0.6297 0.2156 -0.1970 0.12
H -4.56460 -3.23309 1.49691 -0.0479 -0.1418 0.0291 0.10
H -2.18589 -2.74401 0.96402 -0.5784 0.3421 0.6806 0.08
H -0.21025 -0.92020 1.68071 -0.5036 0.6761 -0.2237 0.16
H -2.89914 1.50083 1.63929 -0.3648 -0.8169 -0.0266 0.12
C 5.44115 -1.94040 2.21376 -0.4440 -0.3647 -0.1044 -0.09
C 4.39462 -2.40069 3.04327 0.0308 0.2393 -0.4429 -0.09
C 3.25729 -2.98485 2.47462 0.6315 0.0098 -0.2353 -0.04
C 3.18932 -3.13299 1.09063 -0.0503 -0.1801 -0.4038 -0.21
C 1.96405 -3.72513 0.47499 -1.0647 0.8203 -0.5340 -0.12
O 1.08709 -2.60215 0.12315 0.6656 -1.1821 0.6802 -0.02
C -0.21503 -2.99722 -0.00812 -2.5242 2.2960 -1.7584 -0.60
N -1.04958 -2.03132 -0.56995 1.0575 -3.1287 1.0622 0.00
N -0.53149 -0.78734 -0.42534 0.4502 1.4730 -0.4278 -0.02
C -0.79847 -0.08399 -1.65622 -1.7322 -0.2923 1.0894 -0.48
O -1.55491 -0.51204 -2.51361 1.3351 0.5443 0.5822 0.08
O -0.16094 1.10056 -1.75763 -0.1005 -0.2083 -1.2410 0.00
C -0.50294 1.74601 -3.02438 -0.0797 0.4961 0.1941 -0.11
C 0.11532 3.12836 -3.01315 0.5998 -0.0614 -0.2813 -0.19
C -0.65338 4.27048 -2.73043 0.1143 -0.2596 -0.0064 -0.04
C -0.03700 5.51676 -2.56569 0.5900 -0.4917 -0.1250 -0.08
C 1.36846 5.61706 -2.71735 -0.7816 0.1287 -0.2952 -0.10
C 2.10629 4.50861 -3.14352 0.1512 -0.3308 0.0561 -0.10
C 1.48891 3.26050 -3.29444 -0.6685 0.3836 0.1978 -0.03
O -0.68869 -4.08021 0.32559 1.0157 -0.5009 0.2431 0.00
C 4.22282 -2.71062 0.24897 0.1438 -0.1544 0.8143 -0.03
C 5.36192 -2.13363 0.81629 -0.2148 0.2348 0.3421 -0.09
H 6.30876 -1.43687 2.66334 -0.4008 -0.3335 -0.2897 0.10
H 4.43139 -2.28479 4.12810 0.1739 0.0526 -0.3218 0.10
H 2.42974 -3.36828 3.07720 0.3089 0.2437 -0.0680 0.12
H 2.14109 -4.22765 -0.50649 0.1123 -0.1297 1.0191 0.14
H 1.38138 -4.31733 1.19378 0.4482 -0.3258 -0.4513 0.12
H -0.14007 1.09675 -3.83895 -0.1370 0.4050 0.2568 0.13
H -1.59372 1.86944 -3.12152 0.3524 -0.4167 0.1492 0.13
H -1.74942 4.15346 -2.66585 0.6885 0.1590 0.2118 0.12
H -0.65402 6.38362 -2.31485 0.3583 -0.2208 -0.0832 0.10
H 1.85389 6.59248 -2.58906 -0.1680 -0.4733 -0.0116 0.10
H 3.18452 4.58574 -3.34338 -0.5432 0.1196 0.1316 0.10
H 2.02452 2.37440 -3.65569 -0.0244 0.4365 0.3448 0.12
H 4.10327 -2.88825 -0.82278 0.2366 0.2284 0.3143 0.12
H 6.16555 -1.80140 0.15896 -0.0960 -0.0287 0.2732 0.09
```
Positions in Å, forces in eV/Å.

## Properties
Gap between HOMO and LUMO in eV: 5.937
Charge: -1
HOMO level in eV: -4.14
Relative energy (zero: lowest compared OMol25 entry of this formula, charge and spin) in kJ/mol: 61.1
E_LUMO in eV: 1.79
E_tot in Ha: -1708.6066
SMILES: O=C(OCc1ccccc1)N(/N=C(/[O-])OCc1ccccc1)[C@H](c1cccc([N+](=O)[O-])c1)[N+](=O)[O-]

***

This record from the OMol25 dataset describes an isolated molecule of C23H19N5O2 in a non-equilibrium geometry. The level of theory is ωB97M-V/def2-TZVPD.

```
49
Properties=species:S:1:pos:R:3:forces:R:3:lowdin_charge:R:1
O -2.56701 -4.09848 -6.74603 -0.6480 0.9695 0.1629 0.04
O 2.89499 -1.15770 1.62129 -0.5159 0.5419 0.2937 0.04
N 3.73553 -0.04729 7.60262 0.1714 -1.2305 -0.0658 0.05
N -2.62349 3.36570 0.02899 0.5182 -0.2372 -0.3396 0.12
C -2.04636 -3.87141 -5.65664 0.5251 -2.0139 -2.9595 -0.51
C 2.22244 -0.15892 1.88264 1.4988 -0.4358 0.0423 -0.49
C -2.82552 1.06344 -2.80109 -0.0961 0.9664 0.2897 -0.11
C -3.70082 2.08227 -3.14056 0.0529 -1.0174 0.3187 -0.02
C 1.00667 0.12509 1.12650 -2.9313 3.5085 0.4927 0.03
C 0.26996 1.32686 1.28285 1.8601 -2.9202 -1.0041 0.00
C 3.77428 -1.09687 6.72896 -0.3911 1.7172 0.1907 -0.13
C 3.77282 1.17640 7.12048 -0.2220 -0.0659 -0.8918 -0.16
C -1.61276 2.90297 0.79057 -0.2773 0.0094 -0.8414 -0.08
C -2.86178 2.69548 -1.10615 -0.1200 -0.3123 -0.5465 -0.26
C -1.95818 -2.54457 -3.57691 -0.6713 1.9658 -1.4555 0.00
C -2.51907 -1.39710 -5.64709 -0.1524 -0.9308 -0.1696 0.01
C -2.16594 -1.34298 -2.88648 -0.2408 -0.8053 0.2006 -0.02
C -2.76397 -0.24206 -4.93473 0.6260 -0.4371 0.2919 -0.03
C -1.20922 1.07765 -0.71594 0.9438 -1.2195 0.1836 0.03
C 3.81713 -0.90103 5.36280 0.1862 0.0526 -0.5389 -0.02
C 3.84082 1.46905 5.75181 0.2690 -0.3133 0.1175 -0.03
C -2.22650 1.49279 -1.53328 -0.7431 0.4773 -0.0174 -0.10
C -2.15315 -2.59252 -4.98366 0.0408 1.2336 2.2171 -0.14
C -2.58191 -0.19227 -3.55070 0.0682 0.5487 0.3430 -0.17
C -0.85271 1.75318 0.45094 -0.7529 0.4757 -0.0020 -0.21
C 3.90202 0.41679 4.84508 0.0798 -0.0154 0.8081 -0.21
N -1.26337 -4.90826 -5.20719 0.9029 1.2884 2.3201 0.14
N -3.74604 3.04114 -2.12475 -0.0015 -0.0723 0.0331 0.10
N 2.64760 0.75964 2.82255 0.8955 -0.5185 -0.6887 0.08
C 4.02278 0.72490 3.37340 -0.5060 -0.4962 0.4650 -0.12
H -4.35114 2.05902 -4.04218 0.4619 0.5080 1.0646 0.14
H 0.64689 -0.62468 0.42012 0.4216 0.1312 0.3199 0.11
H 0.59642 2.08395 1.98002 0.0445 -0.0243 0.2339 0.09
H 3.71057 -2.09353 7.14191 0.0724 0.0133 0.1533 0.10
H 3.71763 1.99929 7.81119 0.0354 0.1037 0.4168 0.10
H -1.35200 3.51829 1.66356 -0.2424 -0.4201 -0.2725 0.12
H -1.70898 -3.39666 -3.01417 0.2459 -1.0775 0.4727 0.09
H -2.63789 -1.38121 -6.73411 0.0191 -0.2563 0.4104 0.13
H -2.13402 -1.38012 -1.79194 0.1673 0.2280 -0.4414 0.12
H -3.02152 0.64898 -5.46146 -0.1718 0.4707 -0.2956 0.10
H -0.63177 0.19198 -0.97978 -0.1112 0.1960 -0.0519 0.11
H 3.78986 -1.78838 4.71234 0.1273 0.6200 0.1073 0.12
H 3.88548 2.51441 5.42709 0.0127 -0.4134 0.0403 0.11
H -0.57679 -4.70308 -4.45056 -0.7389 -0.6577 -1.2156 0.11
H -1.07512 -5.59178 -5.92668 0.0878 0.0617 0.3300 0.11
H -4.39240 3.81883 -2.07656 0.2518 -0.2304 -0.0614 0.15
H 2.12486 1.60089 2.96043 -0.0286 0.0941 0.0659 0.11
H 4.55968 1.68661 3.24884 -0.4925 -0.4414 -0.1544 0.13
H 4.62099 -0.08472 2.93167 -0.5312 0.3810 -0.3721 0.12
```
Positions in Å, forces in eV/Å.

## Properties
Gap between HOMO and LUMO in eV: 7.953
HOMO level in eV: -8.45
Relative energy (zero: lowest compared OMol25 entry of this formula, charge and spin) in kJ/mol: 30.5
E_LUMO in eV: -0.50
E_tot in Ha: -1312.1403
SMILES: NC(=O)c1ccc(-c2c[nH]c3ncc(/C=C/C(=O)NCc4ccncc4)cc23)cc1

***

This record from the OMol25 dataset describes an isolated molecule of C23H19N5O2 in a non-equilibrium geometry. The level of theory is ωB97M-V/def2-TZVPD.

```
49
Properties=species:S:1:pos:R:3:forces:R:3:lowdin_charge:R:1
O -2.76076 -3.55755 -5.60863 -0.1753 -0.7577 -0.8079 0.05
O 0.41223 1.94630 3.95764 -1.8463 -0.5098 -1.4462 0.03
N 2.49969 -2.43649 6.74208 1.1835 -0.4388 -1.1082 0.06
N 1.82249 4.21463 -2.04964 0.0089 -0.6031 3.9128 0.14
C -2.81373 -3.07155 -4.49955 -0.1929 0.3446 -1.1743 -0.53
C 0.00059 1.10499 3.13450 3.6801 -0.8665 1.9842 -0.42
C 0.43772 1.44726 -3.79805 2.3025 2.1895 -3.1579 -0.20
C 1.04349 2.09511 -4.89545 -1.2719 -0.4796 5.0489 0.07
C 0.33970 1.16955 1.68712 0.0345 1.0749 -1.7243 -0.01
C 0.98022 2.25208 1.10193 -2.2928 -2.8240 -0.1335 0.00
C 1.76030 -2.97090 5.73198 0.5288 -0.6124 2.2517 -0.13
C 2.26982 -1.17005 7.11857 0.6637 -0.2462 0.4645 -0.16
C 1.70878 3.78799 -0.67966 -1.5012 0.0192 -4.7233 0.00
C 1.28268 3.35809 -2.91459 2.3887 1.1338 -0.3019 -0.33
C -2.42297 -0.76174 -3.53412 -2.0742 -2.7204 0.7552 -0.04
C -0.83413 -1.81302 -5.06961 -0.7234 0.8432 1.6336 0.01
C -1.64126 0.31478 -3.41057 1.7504 2.0891 1.3196 -0.03
C 0.01461 -0.74751 -4.78982 -1.6991 -0.2344 0.0810 0.00
C 0.58438 1.68896 -1.34197 -0.1023 1.1542 -0.9216 0.07
C 0.63578 -2.39212 5.26125 1.2085 2.0228 1.0189 -0.06
C 1.18212 -0.50122 6.64152 -0.6837 -0.2849 -1.6207 -0.02
C 0.67878 2.20255 -2.65192 -2.5942 -4.4320 3.5062 -0.16
C -1.98361 -1.86054 -4.27246 -0.2908 -0.3132 -0.5322 -0.15
C -0.34496 0.33194 -3.94861 -2.3402 -3.8767 -1.1133 -0.20
C 1.06294 2.53477 -0.37481 1.3232 0.9888 2.6706 -0.20
C 0.37410 -1.10023 5.63658 1.2458 0.8806 2.3770 -0.21
N -3.68944 -3.54158 -3.59339 -1.3807 -0.8463 -0.9696 0.17
N 1.54214 3.24105 -4.23439 1.8969 1.7840 -5.5775 0.09
N -0.32935 -0.18503 3.60220 -1.5144 3.2907 0.0345 0.08
C -0.69878 -0.36309 4.98724 -0.7465 -1.2067 0.1572 -0.16
H 1.02433 1.64745 -5.89291 0.5223 1.2821 0.1284 0.14
H -0.02134 0.30489 1.08215 0.2600 0.8491 0.3471 0.11
H 1.26700 2.99866 1.79041 0.4568 0.9369 0.5430 0.09
H 1.86150 -3.98689 5.32554 1.1076 0.2004 0.8479 0.11
H 2.96469 -0.52574 7.79267 -0.9242 -2.0183 -0.8657 0.14
H 1.96282 4.51589 0.09303 0.2482 -0.3712 -0.3647 0.11
H -3.41084 -0.88917 -3.01108 1.0831 0.4870 -0.5682 0.13
H -0.69576 -2.59738 -5.81506 0.3791 0.2922 0.4120 0.13
H -1.87515 1.17043 -2.75588 -0.3441 -0.4468 -0.5369 0.13
H 0.88881 -0.82876 -5.32915 2.2695 0.6550 -0.7401 0.09
H 0.16883 0.70031 -1.15264 0.0934 0.3116 0.0540 0.13
H 0.09029 -2.93435 4.59744 -1.7978 -1.1288 -2.0370 0.08
H 1.09435 0.50622 6.97994 -0.6370 0.6648 -0.1983 0.10
H -3.51115 -3.45039 -2.64073 0.0373 0.2137 1.6072 0.08
H -4.36061 -4.25972 -3.93163 1.1119 0.7957 0.5561 0.14
H 2.15399 3.81809 -4.81342 -0.3619 0.3810 0.9852 0.16
H -0.21074 -0.95159 3.00566 -0.1526 -1.0480 -0.7789 0.11
H -1.58634 -0.97215 5.20586 -0.3308 -0.0077 -1.0571 0.13
H -0.91826 0.51681 5.53445 0.1934 1.3887 -0.2370 0.11
```
Positions in Å, forces in eV/Å.

## Properties
Gap between HOMO and LUMO in eV: 7.707
HOMO level in eV: -8.12
Relative energy (zero: lowest compared OMol25 entry of this formula, charge and spin) in kJ/mol: 336.7
E_LUMO in eV: -0.41
E_tot in Ha: -1312.0236
SMILES: NC(=O)c1ccc(-c2c[nH]c3ncc(/C=C/C(=O)NCc4ccncc4)cc23)cc1

***

This record from the OMol25 dataset describes an isolated molecule of C23H19N5O3 in a non-equilibrium geometry. The level of theory is ωB97M-V/def2-TZVPD.

```
50
Properties=species:S:1:pos:R:3:forces:R:3:lowdin_charge:R:1
O -3.17043 0.54133 -1.64551 0.0467 0.1819 -0.0930 0.09
C -3.26444 -0.18474 -0.68166 -0.2934 0.1333 0.1005 -0.45
N -3.83178 -1.41485 -0.69989 -0.2249 -0.2876 0.1004 0.07
H -3.70770 -2.00360 0.10978 0.0194 0.1778 0.0380 0.14
C -4.11378 -2.09089 -1.94353 0.0111 -0.1609 -0.2226 -0.17
H -5.03421 -2.67098 -1.83840 0.0282 0.0882 -0.0588 0.12
H -4.25429 -1.31419 -2.69813 -0.0722 -0.1322 0.0644 0.12
C -2.94117 -3.00459 -2.34334 -0.1155 0.3430 -0.0201 -0.11
C -1.68964 -2.19661 -2.38061 0.2469 0.0428 -0.5156 -0.30
C -1.19328 -1.45676 -3.43014 -0.6665 -0.5964 -0.0695 -0.01
N -0.09383 -0.81730 -2.95715 0.1078 -0.1440 0.7414 0.00
C 0.76974 0.03685 -3.54999 0.6459 0.5465 -0.2007 -0.04
C 1.81844 0.53018 -2.83654 -0.2449 -0.0586 -0.3480 -0.06
C 2.00115 0.15567 -1.48984 -0.1697 -0.2345 0.3227 -0.06
C 1.11956 -0.69374 -0.88158 0.4428 0.3294 -0.0685 0.02
C 0.04134 -1.19748 -1.62152 -0.1949 -0.0253 -0.2379 -0.27
N -0.92774 -2.02926 -1.27477 0.1334 -0.1466 0.3983 0.15
H 1.23414 -0.99302 0.14709 0.0093 -0.0443 0.1315 0.10
H 2.84725 0.54302 -0.94684 0.0922 0.0449 0.0826 0.09
H 2.51228 1.20919 -3.30428 0.0101 0.0503 -0.1136 0.10
H 0.57901 0.28894 -4.58230 -0.0331 -0.0176 -0.0185 0.13
H -1.54297 -1.34195 -4.43499 -0.0366 0.0827 -0.2128 0.13
H -3.14159 -3.44371 -3.32067 -0.0405 -0.0952 0.0165 0.11
H -2.83038 -3.80093 -1.60542 0.0211 -0.0586 -0.0697 0.11
C -2.78306 0.18666 0.68075 0.5526 0.1917 0.7609 -0.19
N -3.17491 1.25233 1.32540 -0.7873 0.2390 -1.0964 0.14
O -2.52514 1.26800 2.51070 0.5837 -0.2361 0.6135 0.02
C -1.71896 0.19427 2.59236 -0.1052 -0.6358 -0.7294 -0.25
C -1.83933 -0.54594 1.45209 0.0037 0.4461 0.6869 0.06
H -1.32548 -1.43795 1.16166 0.1451 -0.2272 -0.0378 0.11
C -0.91017 0.01384 3.83786 -0.3121 0.2532 0.2223 -0.11
O 0.32858 -0.60832 3.60828 0.2186 -0.1114 -0.1581 -0.03
C 1.28226 0.07220 2.90469 0.0137 0.3223 -0.1152 -0.26
C 1.12193 1.30810 2.33184 -0.2876 -0.2551 0.2893 0.04
C 2.18904 1.90310 1.63041 0.5254 -0.1641 -0.0634 -0.16
C 2.08026 3.15942 0.99967 0.1821 0.0636 -0.1044 -0.01
C 3.16220 3.66845 0.33364 -0.3013 -0.0540 0.1295 -0.05
C 4.35018 2.91690 0.30448 0.0947 0.0406 -0.0900 -0.15
N 4.48671 1.75026 0.87111 0.4924 -0.1497 -0.1206 0.10
C 3.43505 1.22683 1.52966 -0.6276 0.2720 0.1302 -0.26
C 3.56803 -0.04536 2.12938 -0.2126 -0.1314 0.1255 0.00
C 2.51985 -0.60565 2.79380 0.0201 -0.0251 -0.0246 0.01
H 2.59753 -1.57684 3.25689 0.0485 -0.1201 0.0491 0.12
H 4.51573 -0.55223 2.04171 0.1063 -0.0560 -0.0052 0.12
H 5.22331 3.29366 -0.21347 0.0365 0.1044 -0.0600 0.10
H 3.11672 4.62491 -0.16383 -0.0095 0.0752 -0.0342 0.10
H 1.14429 3.69855 1.04728 -0.0710 0.0500 -0.0091 0.12
H 0.19344 1.85479 2.38880 -0.1270 0.0100 0.0226 0.12
H -0.78726 0.98827 4.33024 0.0069 -0.1142 -0.0352 0.14
H -1.43647 -0.65882 4.52481 0.0879 0.1931 -0.0932 0.15
```
Positions in Å, forces in eV/Å.

## Properties
Gap between HOMO and LUMO in eV: 8.205
HOMO level in eV: -8.00
Relative energy (zero: lowest compared OMol25 entry of this formula, charge and spin) in kJ/mol: 268.1
E_LUMO in eV: 0.20
E_tot in Ha: -1387.3512
SMILES: O=C(NCCc1cn2ccccc2n1)c1cc(COc2ccc3ncccc3c2)on1